#A
23
Properties=species:S:1:pos:R:3 method="wB97M-V/def2-TZVPD" charge=+1 mol_weight_g_mol=137.206 e_lumo_ev=-2.654
C -2.344 1.148 0.001
C -3.168 0.075 -0.152
C -1.140 -0.684 0.202
C 0.167 -1.317 0.409
C 0.226 1.189 0.419
C 1.159 0.018 0.036
C 1.411 -0.002 -1.461
C 2.451 -0.007 0.824
N -1.096 0.647 0.214
N -2.400 -1.054 -0.023
H -2.556 2.197 -0.028
H -4.220 0.047 -0.351
H 0.328 -1.595 1.449
H 0.386 -2.161 -0.236
H 0.347 1.475 1.468
H 0.386 2.066 -0.208
H 1.998 0.867 -1.753
H 0.479 0.008 -2.023
H 1.973 -0.889 -1.741
H 3.066 0.844 0.542
H 3.012 -0.910 0.603
H 2.274 0.040 1.895
H -2.739 -2.004 -0.082

=====

#B
23
Properties=species:S:1:pos:R:3 method="wB97M-V/def2-TZVPD" charge=+1 mol_weight_g_mol=137.206 e_lumo_ev=-4.281
C -0.111 -0.481 -0.154
C 2.162 2.283 -0.281
C -2.217 0.781 1.377
C 1.047 1.581 -0.417
C -2.224 0.275 0.194
C 2.127 -0.665 0.372
C 1.454 -2.051 0.609
C -2.875 -0.136 -1.027
N 1.026 0.213 -0.052
N 0.080 -1.727 0.302
H 2.242 3.314 -0.777
H 3.102 1.934 0.233
H -3.163 1.301 1.572
H -1.409 0.571 2.071
H 0.135 1.869 -0.800
H 2.763 -0.452 1.272
H 2.966 -0.785 -0.518
H 2.063 -2.801 -0.048
H 1.522 -2.288 1.674
H -2.422 0.246 -1.924
H -3.877 0.160 -1.096
H -2.905 -1.193 -1.073
H -0.646 -2.397 0.032

=====

Taking the most stable structure as the zero point, the relative energies in kcal/mol are #A 0.0; #B 126.2.

=====

#A
13
Properties=species:S:1:pos:R:3 method="wB97M-V/def2-TZVPD" mol_weight_g_mol=112.223 e_lumo_ev=0.361
S -2.483 -0.269 0.767
S -2.535 1.173 -0.717
H -3.794 -0.660 0.442
H -1.268 0.820 -1.134
N 0.373 -0.717 -0.723
C 1.592 -0.282 0.027
N 1.465 1.009 0.797
H -0.270 -1.079 0.018
H 0.627 -1.499 -1.232
H 2.431 -0.272 -0.727
H 1.826 -1.031 0.796
H 0.601 0.882 1.347
H 1.435 1.926 0.338

=====

#B
13
Properties=species:S:1:pos:R:3 method="wB97M-V/def2-TZVPD" mol_weight_g_mol=112.223 e_lumo_ev=0.252
S 5.892 1.124 0.040
S 5.744 0.745 2.077
H 5.403 -0.089 -0.329
H 4.376 0.656 2.176
N -3.675 0.145 -0.079
C -2.540 -0.130 -0.939
N -1.428 -0.811 -0.185
H -3.902 -0.781 0.287
H -3.330 0.579 0.770
H -2.030 0.789 -1.241
H -2.829 -0.629 -1.863
H -0.747 -0.087 0.021
H -0.934 -1.510 -0.734

=====

Taking the most stable structure as the zero point, the relative energies in kcal/mol are #A 3.0; #B 0.0.

=====

#A
10
Properties=species:S:1:pos:R:3 method="wB97M-V/def2-TZVPD" charge=-1 mol_weight_g_mol=80.132 e_lumo_ev=3.939
S 0.749 0.512 -2.363
H -0.122 0.444 -1.246
H 1.816 0.001 -1.677
N -1.377 -0.587 2.407
C -0.115 -0.169 1.746
O -0.089 -0.350 0.424
H -1.279 -0.782 3.362
H -2.108 0.058 2.272
H 0.175 0.892 2.107
H 0.568 -0.879 2.278

=====

#B
10
Properties=species:S:1:pos:R:3 method="wB97M-V/def2-TZVPD" charge=-1 mol_weight_g_mol=80.132 e_lumo_ev=4.411
S -2.026 1.573 -0.250
H -3.305 1.229 -0.307
N 1.403 -0.970 0.758
C 0.723 0.113 0.032
O -0.140 -0.407 -0.996
H 0.623 -1.601 1.126
H 2.092 -1.480 0.266
H 0.135 0.745 0.713
H 1.509 0.655 -0.494
H -1.015 0.142 -0.849

=====

Taking the most stable structure as the zero point, the relative energies in kcal/mol are #A 28.2; #B 0.0.

=====

#A
8
Properties=species:S:1:pos:R:3 method="wB97M-V/def2-TZVPD" mol_weight_g_mol=72.143 e_lumo_ev=-0.379
C -1.353 0.022 -0.160
N -0.428 1.136 -0.258
N -0.504 0.120 0.967
Si 0.974 0.177 0.096
H -2.413 0.188 -0.136
H -1.047 -0.878 -0.697
H 1.472 -1.158 -0.583
H 2.652 1.445 0.169

=====

#B
8
Properties=species:S:1:pos:R:3 method="wB97M-V/def2-TZVPD" mol_weight_g_mol=72.143 e_lumo_ev="-0.758 / -0.757"
C -1.605 -0.236 -0.062
N 1.752 1.280 -0.101
N -0.574 -0.204 -0.771
Si 1.100 -0.325 -0.074
H -1.531 -0.194 1.022
H -2.519 -0.772 -0.253
H 0.617 -1.855 -0.236
H 2.760 2.306 0.474

=====

Taking the most stable structure as the zero point, the relative energies in kcal/mol are #A 0.0; #B 29.4.

=====

#A
14
Properties=species:S:1:pos:R:3 method="wB97M-V/def2-TZVPD" mol_weight_g_mol=159.026 e_lumo_ev=0.266
C -0.338 1.041 -0.165
C 0.130 2.192 0.284
C 1.191 -1.136 -0.415
C 0.379 -1.488 0.743
C -1.221 0.128 -0.824
C 0.015 -0.366 -0.208
Br -3.026 -0.238 0.079
H 0.977 2.277 0.918
H -0.303 3.144 0.424
H 2.104 -0.456 -0.174
H 1.212 -1.920 -1.184
H -0.347 -2.218 0.722
H 0.675 -1.134 1.681
H -1.447 0.174 -1.881

=====

#B
14
Properties=species:S:1:pos:R:3 method="wB97M-V/def2-TZVPD" mol_weight_g_mol=159.026 e_lumo_ev=0.841
C -1.775 -0.666 0.115
C -2.922 -0.318 0.048
C -0.374 -1.045 0.140
C 1.915 0.177 -0.091
C 0.909 1.235 0.244
C 0.488 0.013 -0.518
Br -4.660 0.188 -0.006
H 0.596 1.341 1.270
H -0.071 -1.190 1.180
H -0.260 -1.996 -0.391
H 2.660 0.391 -0.843
H 2.277 -0.451 0.711
H 0.953 2.171 -0.292
H 0.264 0.151 -1.567

=====

#C
14
Properties=species:S:1:pos:R:3 method="wB97M-V/def2-TZVPD" mol_weight_g_mol=159.026 e_lumo_ev="0.673 / -1.000"
C -1.386 -0.530 0.865
C -1.876 0.339 0.024
C 1.179 0.381 -0.827
C 1.364 1.383 -1.561
C 0.051 -0.330 1.242
C 0.894 -0.763 -0.012
Br -3.679 0.469 -0.465
H -2.002 -1.353 1.062
H 2.418 1.589 -2.094
H 0.646 2.042 -1.759
H 0.013 0.699 1.659
H 0.103 -1.038 2.112
H 0.465 -1.683 -0.487
H 1.809 -1.206 0.242

=====

#D
14
Properties=species:S:1:pos:R:3 method="wB97M-V/def2-TZVPD" mol_weight_g_mol=159.026 e_lumo_ev=0.286
C -2.215 2.761 0.387
C -1.365 2.050 -0.112
C -0.319 1.136 -0.410
C 0.166 0.130 0.563
C 0.619 -1.913 -0.691
C 1.179 -0.901 0.284
Br -0.499 0.199 2.285
H -2.833 3.608 0.716
H 0.202 1.111 -1.391
H 0.031 -2.808 -0.308
H 0.018 -1.364 -1.448
H 1.501 -2.273 -1.155
H 2.116 -0.530 -0.100
H 1.399 -1.205 1.381

=====

Taking the most stable structure as the zero point, the relative energies in kcal/mol are #A 25.8; #B 0.0; #C 97.7; #D 14.7.

=====

#A
36
Properties=species:S:1:pos:R:3 method="wB97M-V/def2-TZVPD" mol_weight_g_mol=192.252 e_lumo_ev=0.621
C 3.613 -0.784 -0.921
O 3.501 -1.811 -1.887
H 3.017 0.071 -1.332
H 4.679 -0.566 -0.838
H 3.232 -1.096 0.051
H 3.978 -1.424 -2.584
C 0.997 0.246 1.399
O 0.648 0.122 -0.024
H 0.124 0.598 1.887
H 1.770 1.026 1.490
H 1.420 -0.641 1.885
H -0.118 -0.495 -0.106
C -2.291 -0.322 -1.118
O -1.717 -1.435 -0.328
H -3.324 -0.089 -0.967
H -2.205 -0.664 -2.183
H -1.739 0.604 -0.865
H -1.962 -2.319 -0.748
C -2.969 1.884 1.795
O -3.993 1.777 0.848
H -2.596 0.845 2.021
H -3.242 2.307 2.761
H -2.291 2.579 1.333
H -4.572 2.532 0.910
C -0.239 3.040 -0.653
O 0.746 2.395 -1.412
H -0.157 2.940 0.380
H -1.124 2.524 -0.859
H -0.403 4.021 -1.019
H 1.084 1.584 -0.922
C 0.708 -3.366 0.432
O 2.030 -3.382 0.124
H 0.477 -4.403 0.721
H 0.126 -3.124 -0.409
H 0.529 -2.682 1.260
H 2.265 -2.491 -0.121

=====

#B
36
Properties=species:S:1:pos:R:3 method="wB97M-V/def2-TZVPD" mol_weight_g_mol=192.252 e_lumo_ev=0.329
C 14.408 1.275 -12.475
O 15.042 1.049 -13.747
H 13.810 0.403 -12.210
H 15.144 1.408 -11.682
H 13.653 2.060 -12.513
H 15.284 0.124 -13.836
C 13.289 4.425 -9.696
O 13.671 5.305 -8.622
H 12.631 3.671 -9.264
H 12.912 5.215 -10.346
H 14.083 3.904 -10.231
H 14.311 4.823 -8.094
C 11.927 3.245 -11.706
O 11.104 2.076 -11.413
H 12.859 2.794 -12.047
H 11.518 3.805 -12.547
H 12.190 3.820 -10.818
H 10.214 2.427 -11.500
C 12.686 0.894 -10.143
O 13.764 0.034 -9.972
H 12.987 1.882 -10.491
H 12.039 0.368 -10.846
H 12.219 1.177 -9.200
H 14.484 0.644 -9.793
C 14.493 4.783 -12.414
O 14.001 5.810 -11.489
H 13.648 4.263 -12.865
H 15.135 5.286 -13.137
H 15.174 4.178 -11.814
H 13.475 6.435 -11.992
C 11.921 5.199 -14.316
O 11.355 6.511 -14.117
H 12.964 5.227 -14.631
H 11.688 4.643 -13.407
H 11.417 4.577 -15.055
H 11.886 7.046 -13.523

=====

Taking the most stable structure as the zero point, the relative energies in kcal/mol are #A 0.0; #B 85.9.